DFT (ωB97M-V with the def2-TZVPD basis set) results for a single C10H12N2O molecule in a non-equilibrium geometry.

Geometry as ORCA input:
```
! wB97M-V def2-TZVPD RIJCOSX def2/J DEFGRID3
* xyz 0 1
C 0.517 0.087 -3.789
C 1.170 -0.891 -2.725
C 0.706 -0.647 -1.211
O -0.534 -0.231 -0.959
C -0.475 0.160 0.475
C -0.389 1.484 0.738
C -0.178 2.141 2.037
C -0.504 1.130 2.968
C -0.679 1.654 4.185
N -0.227 2.105 5.281
C -0.675 -0.224 2.624
C -0.625 -0.872 1.400
N -0.633 -2.161 1.027
H 0.932 1.118 -3.715
H -0.618 0.119 -3.524
H 0.632 -0.075 -4.807
H 2.291 -1.082 -3.012
H 0.755 -1.865 -3.110
H 0.939 -1.473 -0.346
H 1.242 0.319 -0.674
H -0.521 1.972 -0.286
H -0.392 3.349 1.984
H -0.596 -0.800 3.711
H -1.069 -2.770 1.532
H -1.068 -2.548 0.199
*
```

Electronic energy (eV): -15585.4214
Gap between HOMO and LUMO (eV): 8.99
LUMO (eV): -0.098
Energy relative to the best compared isomer or geometry (same formula, charge and spin) (kcal per mole): 177.3
SMILES: CCCOc1ccc(C#N)cc1N